ORCA calculation (the ωB97M-V functional and the def2-TZVPD basis) on C22H24N6O5W as an isolated structure in a non-equilibrium geometry.

Last column: natural (NBO) charge in e.
Atoms and positions in Å:
W1 -0.54 0.33 0.30  2.003
O1 0.27 2.51 -0.95  -0.720
C1 -0.37 3.76 -0.63  -0.095
C2 -1.70 3.40 0.03  -0.242
N1 -1.48 2.37 1.07  -0.450
C3 -2.77 1.85 1.58  -0.314
C4 -2.54 0.33 1.40  0.650
O2 -3.29 -0.39 0.73  -0.585
O3 -1.49 -0.07 2.02  -0.666
C5 -0.57 2.87 2.13  -0.358
C6 0.87 2.41 1.76  0.788
O4 1.83 3.14 1.80  -0.532
O5 0.90 1.17 1.38  -0.754
H1 1.23 2.69 -0.98  0.526
H2 -0.56 4.32 -1.55  0.220
H3 0.26 4.35 0.03  0.217
H4 -2.37 2.97 -0.74  0.214
H5 -2.17 4.30 0.44  0.243
H6 -3.62 2.18 0.99  0.247
H7 -2.94 2.10 2.63  0.255
H8 -0.81 2.42 3.10  0.262
H9 -0.61 3.96 2.22  0.250
C7 -1.29 -0.42 -2.86  -0.274
N2 -1.95 -0.62 -1.56  -0.612
C8 -2.27 -2.05 -1.26  -0.274
C9 -1.52 -2.47 -0.03  0.489
N3 -0.45 -1.79 0.37  -0.592
C10 0.01 -2.44 1.50  0.155
C11 1.10 -2.13 2.31  -0.219
C12 1.34 -2.99 3.37  -0.176
C13 0.52 -4.10 3.62  -0.172
C14 -0.58 -4.39 2.83  -0.201
C15 -0.82 -3.55 1.76  0.099
N4 -1.78 -3.52 0.76  -0.472
C16 0.18 -0.32 -2.65  0.446
N5 0.66 0.01 -1.45  -0.577
C17 2.04 0.13 -1.61  0.059
C18 3.04 0.48 -0.71  -0.238
C19 4.34 0.54 -1.19  -0.162
C20 4.64 0.27 -2.53  -0.171
C21 3.66 -0.08 -3.44  -0.231
C22 2.36 -0.14 -2.96  0.172
N6 1.15 -0.43 -3.57  -0.492
H10 -1.64 0.53 -3.29  0.254
H11 -1.54 -1.21 -3.59  0.238
H12 -2.85 -0.14 -1.57  0.434
H13 -1.97 -2.69 -2.09  0.240
H14 -3.34 -2.18 -1.10  0.267
H15 1.72 -1.27 2.10  0.230
H16 2.19 -2.81 4.01  0.242
H17 0.75 -4.74 4.45  0.244
H18 -1.21 -5.24 3.04  0.243
H19 -2.56 -4.15 0.68  0.453
H20 2.82 0.71 0.32  0.252
H21 5.13 0.83 -0.52  0.243
H22 5.67 0.33 -2.86  0.246
H23 3.89 -0.26 -4.48  0.244
H24 1.03 -0.66 -4.55  0.451

Summary:
M = 636.31 g mol⁻¹
spin multiplicity = 3
energy above the lowest of the compared OMol25 structures with the same formula, charge and spin = 33.7 kcal/mol
frontier orbital gap (spin up / spin down) = 0.268 / 0.268 Ha
charge = +2
E = -1624.158769 a.u.